No. 1
Density functional theory data (wB97M-V/def2-TZVPD) for 2 unconnected molecules or ions with the total composition C2H5N7O.

Bonds (Å) are listed after each position.
Cartesian coordinates (Å):
1 C 1.909 0.057 0.003  N3 1.358, N5 1.239, N6 1.487
2 C -0.103 -0.931 0.072  N4 1.310, N6 1.337, N7 1.322
3 N 1.935 -1.301 0.015  C1 1.358, N4 1.378, H15 1.033
4 N 0.720 -1.950 0.022  C2 1.310, N3 1.378
5 N 2.700 0.990 -0.197  C1 1.239
6 N 0.440 0.288 -0.009  C1 1.487, C2 1.337, N8 1.347
7 N -1.421 -0.969 0.181  C2 1.322, H11 1.051, H12 0.980
8 N -0.155 1.496 -0.006  N6 1.347, H13 1.074, H14 1.040
9 N 4.456 -0.435 -0.126  O10 1.170
10 O 5.371 0.194 0.244  N9 1.170
11 H -1.843 -0.038 -0.061  N7 1.051
12 H -1.938 -1.770 -0.045  N7 0.980
13 H 0.120 2.195 -0.773  N8 1.074
14 H 0.191 1.885 0.894  N8 1.040
15 H 2.786 -1.876 0.126  N3 1.033

- LUMO (spin up / spin down) (eV) = -1.049 / -1.048
- Kohn-Sham gap (spin up / spin down) (eV) = 6.29 / 6.29
- multiplicity = 1


No. 2
Density functional theory data (wB97M-V/def2-TZVPD) for a single C3H7NOS2 molecule.

Bonds (Å) are listed after each position.
Cartesian coordinates (Å):
1 N 1.304 -2.256 2.240  C2 1.347, H8 1.002, H9 1.057
2 C 1.397 -1.050 1.648  N1 1.347, O3 1.243, C4 1.531
3 O 1.925 -0.034 2.129  C2 1.243
4 C 0.874 -1.083 0.209  C2 1.531, C5 1.553, H10 1.082, H11 1.087
5 C -0.080 0.116 -0.041  C4 1.553, S6 1.755, H12 1.191, H13 1.152
6 S -0.969 0.030 -1.552  C5 1.755, S7 2.131
7 S -1.629 2.053 -1.442  S6 2.131, H14 1.323
8 H 1.876 -2.695 2.936  N1 1.002
9 H 0.406 -2.809 2.166  N1 1.057
10 H 0.300 -1.954 -0.077  C4 1.082
11 H 1.837 -1.196 -0.282  C4 1.087
12 H -0.849 0.179 0.866  C5 1.191
13 H 0.684 0.935 0.232  C5 1.152
14 H -0.357 2.395 -1.561  S7 1.323

- LUMO (eV) = 0.240
- SMILES = NC(=O)CCSS
- Kohn-Sham gap (eV) = 9.10
- multiplicity = 1


No. 3
Density functional theory data (wB97M-V/def2-TZVPD) for a single C25H31N3O molecule.

Bonds (Å) are listed after each position.
Cartesian coordinates (Å):
1 C -1.801 -4.361 -0.378  C2 1.498, H30 1.087, H31 1.089, H32 1.090
2 C -2.679 -3.159 -0.211  C1 1.498, C3 1.392, C29 1.385
3 C -3.919 -3.274 0.411  C2 1.392, C4 1.378, H33 1.080
4 C -4.739 -2.175 0.541  C3 1.378, C5 1.393, H34 1.079
5 C -4.337 -0.931 0.061  C4 1.393, N6 1.405, C11 1.395
6 N -5.231 0.143 0.211  C5 1.405, C7 1.354, N10 1.334
7 C -5.572 1.083 -0.701  N6 1.354, C8 1.373, H35 1.071
8 C -6.527 1.879 -0.118  C7 1.373, C9 1.403, H36 1.071
9 C -6.702 1.334 1.163  C8 1.403, N10 1.316, H37 1.072
10 N -5.925 0.287 1.341  N6 1.334, C9 1.316
11 C -3.080 -0.783 -0.525  C5 1.395, C12 1.507, C29 1.390
12 C -2.531 0.546 -0.978  C11 1.507, N13 1.451, H38 1.096, H39 1.105
13 N -1.103 0.620 -0.729  C12 1.451, C14 1.452, C28 1.450
14 C -0.462 1.714 -1.438  N13 1.452, C15 1.525, H40 1.094, H41 1.101
15 C 1.049 1.542 -1.335  C14 1.525, C16 1.533, H42 1.091, H43 1.090
16 C 1.545 1.586 0.115  C15 1.533, C17 1.550, C19 1.547, C27 1.538
17 C 1.542 3.035 0.666  C16 1.550, O18 1.404, H44 1.094, H45 1.100
18 O 0.295 3.652 0.850  C17 1.404, H46 0.963
19 C 3.026 1.150 0.207  C16 1.547, C20 1.534, H47 1.093, H48 1.094
20 C 3.419 -0.150 -0.508  C19 1.534, C21 1.503, H49 1.090, H50 1.091
21 C 4.825 -0.517 -0.124  C20 1.503, C22 1.389, C26 1.389
22 C 5.071 -1.309 0.991  C21 1.389, C23 1.383, H51 1.081
23 C 6.366 -1.615 1.368  C22 1.383, C24 1.384, H52 1.080
24 C 7.436 -1.130 0.635  C23 1.384, C25 1.384, H53 1.080
25 C 7.202 -0.338 -0.476  C24 1.384, C26 1.383, H54 1.080
26 C 5.905 -0.035 -0.851  C21 1.389, C25 1.383, H55 1.081
27 C 0.678 0.638 0.962  C16 1.538, C28 1.529, H56 1.093, H57 1.091
28 C -0.824 0.725 0.690  N13 1.450, C27 1.529, H58 1.094, H59 1.105
29 C -2.281 -1.912 -0.663  C2 1.385, C11 1.390, H60 1.079
30 H -0.828 -4.081 -0.772  C1 1.087
31 H -1.662 -4.867 0.576  C1 1.089
32 H -2.261 -5.070 -1.065  C1 1.090
33 H -4.243 -4.233 0.788  C3 1.080
34 H -5.702 -2.250 1.021  C4 1.079
35 H -5.152 1.096 -1.686  C7 1.071
36 H -7.026 2.724 -0.546  C8 1.071
37 H -7.356 1.663 1.947  C9 1.072
38 H -2.683 0.647 -2.059  C12 1.096
39 H -3.070 1.374 -0.482  C12 1.105
40 H -0.755 1.661 -2.491  C14 1.094
41 H -0.765 2.696 -1.043  C14 1.101
42 H 1.548 2.314 -1.922  C15 1.091
43 H 1.288 0.569 -1.764  C15 1.090
44 H 2.071 3.677 -0.045  C17 1.094
45 H 2.105 3.044 1.611  C17 1.100
46 H -0.148 3.237 1.598  O18 0.963
47 H 3.651 1.952 -0.194  C19 1.093
48 H 3.280 1.043 1.265  C19 1.094
49 H 3.366 -0.012 -1.588  C20 1.090
50 H 2.742 -0.957 -0.226  C20 1.091
51 H 4.239 -1.691 1.566  C22 1.081
52 H 6.542 -2.234 2.236  C23 1.080
53 H 8.448 -1.368 0.928  C24 1.080
54 H 8.032 0.043 -1.053  C25 1.080
55 H 5.728 0.582 -1.721  C26 1.081
56 H 0.862 0.817 2.025  C27 1.093
57 H 0.983 -0.386 0.743  C27 1.091
58 H -1.319 -0.109 1.199  C28 1.094
59 H -1.254 1.657 1.099  C28 1.105
60 H -1.312 -1.784 -1.121  C29 1.079

- LUMO (eV) = 0.670
- SMILES = Cc1ccc(-n2cccn2)c(CN2CCC(CO)(CCc3ccccc3)CC2)c1
- Kohn-Sham gap (eV) = 9.20
- multiplicity = 1


ΔE to the lowest compared entry with this formula, charge and spin readings, ordered: 38.9 32.2 0.0 kcal/mol